(1)
Density functional theory data (the ωB97M-V functional and the def2-TZVPD basis) for 11 unconnected molecules or ions with the total composition C24H70N6O14 at a distorted geometry.

CARTESIAN COORDINATES (ANGSTROEM)
1 N 20.322 10.767 12.164
2 C 20.751 9.702 11.357
3 N 21.581 10.115 10.360
4 O 20.364 8.499 11.512
5 H 19.877 10.664 13.077
6 H 20.724 11.693 11.977
7 H 21.624 11.092 10.129
8 H 21.668 9.477 9.588
9 N 17.011 10.787 13.495
10 C 17.341 12.035 13.538
11 N 17.147 12.625 14.786
12 O 17.799 12.593 12.578
13 H 16.917 10.162 14.241
14 H 17.288 10.313 12.608
15 H 16.286 12.372 15.244
16 H 17.391 13.599 14.808
17 N 19.969 13.166 9.965
18 C 19.215 12.318 9.109
19 N 18.126 11.826 9.713
20 O 19.534 12.105 7.948
21 H 19.551 13.373 10.859
22 H 20.405 13.905 9.447
23 H 18.110 12.001 10.718
24 H 17.612 10.993 9.389
25 C 18.549 4.455 8.957
26 C 18.708 3.998 7.521
27 C 20.009 3.287 7.472
28 O 17.625 3.218 6.981
29 H 17.895 5.328 9.040
30 H 19.533 4.783 9.354
31 H 18.166 3.612 9.577
32 H 18.759 4.926 6.956
33 H 19.835 2.405 8.063
34 H 20.814 3.896 7.879
35 H 20.174 2.894 6.482
36 H 17.659 3.373 6.014
37 C 18.227 6.134 15.348
38 C 18.217 5.556 16.803
39 C 18.292 4.029 16.700
40 O 19.314 6.051 17.547
41 H 17.265 5.769 14.886
42 H 19.120 5.855 14.803
43 H 18.079 7.214 15.355
44 H 17.268 5.818 17.264
45 H 17.274 3.723 16.363
46 H 18.377 3.665 17.766
47 H 19.117 3.688 16.090
48 H 19.595 5.364 18.145
49 C 14.876 3.985 9.361
50 C 14.335 4.465 8.017
51 C 13.152 5.391 8.063
52 O 15.281 5.025 7.110
53 H 15.865 3.565 9.200
54 H 14.184 3.199 9.730
55 H 14.960 4.751 10.133
56 H 14.061 3.515 7.542
57 H 13.386 6.373 8.428
58 H 12.394 4.878 8.632
59 H 12.644 5.330 7.115
60 H 16.128 4.441 7.095
61 C 14.019 4.894 13.199
62 C 12.978 5.878 12.590
63 C 12.028 6.251 13.653
64 O 13.670 7.066 12.134
65 H 13.543 4.014 13.684
66 H 14.659 5.481 13.865
67 H 14.725 4.495 12.444
68 H 12.481 5.440 11.720
69 H 12.632 6.468 14.516
70 H 11.381 5.363 13.853
71 H 11.372 7.077 13.388
72 H 13.047 7.768 11.929
73 C 21.149 7.173 5.938
74 C 20.968 8.326 6.982
75 C 19.946 7.946 8.046
76 O 22.235 8.609 7.751
77 H 20.177 6.953 5.464
78 H 21.572 6.258 6.342
79 H 21.751 7.496 5.092
80 H 20.703 9.274 6.488
81 H 20.173 6.988 8.480
82 H 18.952 8.067 7.606
83 H 19.940 8.602 8.936
84 H 22.763 9.105 7.114
85 O 17.565 9.240 10.783
86 C 16.977 7.960 10.432
87 C 16.930 6.937 11.625
88 O 18.224 6.500 11.833
89 H 18.508 9.281 10.716
90 H 15.959 8.210 10.119
91 H 17.470 7.512 9.553
92 H 16.295 6.085 11.317
93 H 16.468 7.394 12.499
94 H 18.814 7.280 11.793
95 O 16.826 7.063 6.187
96 C 16.308 8.359 5.883
97 C 16.266 9.288 7.082
98 O 15.062 9.034 7.782
99 H 16.171 6.560 6.712
100 H 16.966 8.806 5.142
101 H 15.342 8.297 5.440
102 H 16.335 10.350 6.837
103 H 17.097 9.052 7.784
104 H 14.355 9.405 7.272
105 O 21.692 4.546 13.867
106 C 21.741 5.621 12.939
107 C 21.254 5.159 11.620
108 O 22.075 4.057 11.133
109 H 22.346 3.864 13.611
110 H 21.084 6.365 13.391
111 H 22.745 5.980 12.750
112 H 21.289 5.964 10.868
113 H 20.247 4.819 11.850
114 H 22.299 4.239 10.219

Properties
* maximum force: 4.753 eV Å⁻¹
* orbital gap: 9.86 eV
* HOMO energy: -9.45 eV
* M: 666.9 u
* SMILES: NC(N)=O.NC(N)=O.NC(N)=O.CC(C)O.CC(C)O.CC(C)O.CC(C)O.CC(C)O.OCCO.OCCO.OCCO


(2)
Density functional theory data (the ωB97M-V functional and the def2-TZVPD basis) for a molecular structure, C31H45Cl3FeGeN5O3PSi2.

CARTESIAN COORDINATES (ANGSTROEM)
1 Fe -0.735 1.266 -0.721
2 C -3.019 1.402 2.228
3 Si -2.533 2.442 0.711
4 C -4.147 2.872 -0.184
5 C -1.832 4.055 1.442
6 C -2.641 4.996 2.086
7 C -2.103 6.134 2.666
8 C -0.731 6.352 2.614
9 C 0.085 5.428 1.979
10 C -0.446 4.279 1.385
11 Si 0.666 3.011 0.514
12 C 1.649 3.959 -0.811
13 C 1.904 2.416 1.828
14 H -3.691 1.966 2.883
15 H -2.142 1.123 2.816
16 H -3.532 0.488 1.922
17 H -4.842 3.423 0.458
18 H -4.641 1.950 -0.503
19 H -3.955 3.471 -1.075
20 H -3.713 4.836 2.135
21 H -2.749 6.852 3.158
22 H -0.304 7.240 3.065
23 H 1.154 5.610 1.941
24 H 2.451 4.555 -0.365
25 H 0.988 4.631 -1.361
26 H 2.100 3.273 -1.531
27 H 2.667 3.177 2.018
28 H 2.399 1.487 1.544
29 H 1.374 2.232 2.766
30 O -3.232 -0.898 -0.352
31 C -2.211 -1.248 0.204
32 N -2.097 -2.383 0.998
33 C -0.828 -2.385 1.698
34 C -0.105 -1.232 0.943
35 O 1.072 -0.964 1.101
36 N -0.989 -0.612 0.137
37 C -0.996 -2.051 3.180
38 C -1.896 -2.805 3.930
39 C -2.102 -2.537 5.272
40 C -1.401 -1.510 5.891
41 C -0.495 -0.765 5.156
42 C -0.288 -1.033 3.808
43 C -0.052 -3.680 1.522
44 C 1.197 -3.816 2.122
45 C 1.943 -4.967 1.931
46 C 1.449 -6.002 1.147
47 C 0.203 -5.874 0.555
48 C -0.542 -4.715 0.738
49 H -2.945 -2.696 1.443
50 H -2.435 -3.624 3.467
51 H -2.811 -3.131 5.836
52 H -1.565 -1.293 6.938
53 H 0.054 0.041 5.626
54 H 0.421 -0.443 3.241
55 H 1.588 -3.008 2.725
56 H 2.917 -5.056 2.395
57 H 2.032 -6.902 1.001
58 H -0.193 -6.673 -0.059
59 H -1.502 -4.602 0.252
60 C 4.248 -0.933 -3.164
61 N 3.197 -0.597 -2.230
62 C 3.623 -0.018 -0.967
63 P 1.634 -0.462 -2.760
64 O 0.899 0.404 -1.801
65 N 1.093 -2.025 -2.913
66 C -0.326 -2.148 -3.261
67 C 1.501 -2.997 -1.901
68 N 1.576 0.111 -4.299
69 C 1.607 -0.690 -5.507
70 C 1.469 1.544 -4.535
71 H 4.993 -1.567 -2.673
72 H 4.760 -0.042 -3.549
73 H 3.843 -1.487 -4.010
74 H 4.325 -0.698 -0.474
75 H 2.759 0.113 -0.320
76 H 4.120 0.949 -1.111
77 H -0.613 -1.385 -3.984
78 H -0.966 -2.039 -2.378
79 H -0.505 -3.130 -3.704
80 H 2.583 -2.991 -1.786
81 H 1.187 -3.989 -2.230
82 H 1.050 -2.804 -0.924
83 H 1.765 -1.737 -5.264
84 H 2.421 -0.349 -6.158
85 H 0.665 -0.593 -6.053
86 H 1.469 2.082 -3.590
87 H 0.537 1.776 -5.052
88 H 2.315 1.885 -5.142
89 Cl -1.474 2.253 -2.816
90 Ge -3.189 0.742 -3.716
91 Cl -1.988 0.331 -5.646
92 Cl -4.445 2.424 -4.542

Properties
* maximum force: 0.329 eV Å⁻¹
* orbital gap (alpha / beta): 5.44 / 7.95 eV
* HOMO energy (alpha / beta): -3.08 / -5.59 eV
* energy relative to the best compared isomer or geometry (same formula, charge and spin): 0.000 eV
* M: 857.7 u
* net charge: -1
* multiplicity: 6


(3)
Density functional theory data (the ωB97M-V functional and the def2-TZVPD basis) for a molecular structure, C29H25CoF6N3O6PS2.

CARTESIAN COORDINATES (ANGSTROEM)
1 Co 0.239 -0.143 -0.062
2 F 2.254 -2.594 1.102
3 C 3.086 -1.942 1.901
4 F 4.273 -2.544 1.871
5 F 2.612 -1.983 3.143
6 S 3.280 -0.180 1.407
7 O 1.906 0.314 1.297
8 O 4.093 0.362 2.448
9 N 4.066 -0.164 0.048
10 S 3.367 -0.413 -1.359
11 O 3.545 0.691 -2.245
12 O 2.063 -1.049 -1.248
13 C 4.424 -1.742 -2.021
14 F 5.707 -1.393 -1.997
15 F 4.069 -1.980 -3.282
16 F 4.274 -2.859 -1.315
17 C -3.446 3.787 2.357
18 C -1.975 4.093 2.507
19 C -1.611 5.314 3.076
20 C -0.284 5.666 3.274
21 C 0.723 4.786 2.907
22 C 0.378 3.574 2.329
23 C -0.955 3.216 2.116
24 P -1.151 1.590 1.295
25 C -2.536 1.833 0.117
26 C -3.622 0.964 0.163
27 C -4.637 1.023 -0.781
28 C -4.572 1.974 -1.788
29 C -3.489 2.843 -1.838
30 C -2.455 2.786 -0.906
31 C -1.294 3.737 -1.045
32 C -1.728 0.504 2.632
33 C -2.119 0.958 3.895
34 C -2.221 0.086 4.964
35 C -1.892 -1.256 4.777
36 C -1.514 -1.717 3.530
37 C -1.455 -0.864 2.415
38 C -1.107 -1.317 1.061
39 H -4.008 4.286 3.147
40 H -3.656 2.719 2.409
41 H -3.828 4.139 1.395
42 H -2.396 5.998 3.381
43 H -0.040 6.622 3.721
44 H 1.764 5.037 3.062
45 H 1.157 2.884 2.023
46 H -3.675 0.231 0.961
47 H -5.465 0.327 -0.732
48 H -5.353 2.035 -2.537
49 H -3.427 3.575 -2.636
50 H -1.216 4.078 -2.078
51 H -0.350 3.257 -0.792
52 H -1.411 4.611 -0.397
53 H -2.305 2.014 4.063
54 H -2.522 0.452 5.938
55 H -1.931 -1.943 5.615
56 H -1.259 -2.762 3.390
57 H -1.944 -1.182 0.374
58 H -0.799 -2.364 1.020
59 O 0.123 1.126 -1.668
60 N -0.387 0.743 -2.768
61 N -0.823 -0.455 -2.732
62 O -0.741 -1.224 -1.688
63 C -1.456 -0.961 -3.920
64 C -1.693 -2.321 -3.987
65 C -2.309 -2.841 -5.119
66 C -2.684 -2.011 -6.164
67 C -2.444 -0.644 -6.072
68 C -1.834 -0.109 -4.950
69 H -1.397 -2.939 -3.152
70 H -2.494 -3.907 -5.178
71 H -3.168 -2.421 -7.042
72 H -2.741 0.016 -6.878
73 H -1.650 0.951 -4.860

Properties
* maximum force: 0.858 eV Å⁻¹
* orbital gap (alpha / beta): 7.03 / 7.76 eV
* HOMO energy (alpha / beta): -4.40 / -5.13 eV
* energy relative to the best compared isomer or geometry (same formula, charge and spin): 0.000 eV
* M: 779.6 u
* net charge: -1
* multiplicity: 4


(4)
Density functional theory data (the ωB97M-V functional and the def2-TZVPD basis) for a molecular structure, C23H25BrF6N2O11PSW at a distorted geometry.

CARTESIAN COORDINATES (ANGSTROEM)
1 W -1.624 1.293 -1.631
2 O -1.654 0.881 -3.488
3 C -2.756 1.119 -4.377
4 C -4.007 0.702 -3.634
5 N -3.906 1.186 -2.225
6 C -4.540 2.492 -1.979
7 C -3.846 3.083 -0.770
8 O -4.208 3.973 -0.092
9 O -2.670 2.393 -0.488
10 C -4.497 0.202 -1.285
11 C -3.471 -0.873 -0.999
12 O -3.653 -1.880 -0.402
13 O -2.285 -0.532 -1.552
14 H -0.928 -0.925 -3.473
15 H -2.604 0.507 -5.266
16 H -2.754 2.165 -4.672
17 H -4.086 -0.383 -3.607
18 H -4.911 1.098 -4.100
19 H -5.606 2.390 -1.778
20 H -4.405 3.159 -2.827
21 H -5.407 -0.238 -1.695
22 H -4.755 0.691 -0.345
23 C 5.982 -4.848 3.367
24 C 4.891 -3.922 2.915
25 C 5.154 -2.883 2.026
26 C 4.153 -2.014 1.624
27 C 2.868 -2.190 2.121
28 C 2.577 -3.221 3.011
29 C 3.589 -4.076 3.400
30 S 1.577 -1.141 1.593
31 O 2.165 -0.010 0.919
32 O 0.660 -0.899 2.679
33 N 0.712 -1.974 0.478
34 C 1.378 -2.591 -0.669
35 C 1.724 -1.582 -1.784
36 C 0.495 -0.907 -2.282
37 O -0.161 -1.500 -3.214
38 O 0.135 0.178 -1.757
39 H 6.836 -4.816 2.693
40 H 5.625 -5.875 3.429
41 H 6.329 -4.561 4.361
42 H 6.158 -2.751 1.643
43 H 4.365 -1.200 0.944
44 H 1.574 -3.342 3.402
45 H 3.371 -4.878 4.094
46 H -0.062 -2.482 0.887
47 H 0.716 -3.363 -1.057
48 H 2.306 -3.084 -0.366
49 H 2.193 -2.116 -2.610
50 H 2.396 -0.817 -1.403
51 F -0.803 4.401 -1.371
52 P -0.672 4.183 -2.931
53 F -0.069 2.562 -2.534
54 F 0.771 4.738 -2.986
55 F -2.172 3.222 -2.751
56 F -0.674 3.692 -4.426
57 F -1.502 5.454 -3.250
58 Br -2.247 0.055 3.250
59 C -0.672 0.949 3.260
60 C -0.021 1.054 4.528
61 C 1.136 1.776 4.659
62 C 1.680 2.396 3.536
63 C 1.070 2.262 2.262
64 C -0.081 1.542 2.107
65 C -0.576 1.371 0.722
66 O -0.159 2.104 -0.206
67 O -1.408 0.488 0.361
68 H -0.478 0.563 5.377
69 H 1.619 1.862 5.622
70 H 2.593 2.971 3.619
71 H 1.531 2.717 1.395

Properties
* maximum force: 1.309 eV Å⁻¹
* orbital gap (alpha / beta): 6.41 / 4.53 eV
* HOMO energy (alpha / beta): -14.18 / -14.17 eV
* energy relative to the best compared isomer or geometry (same formula, charge and spin): 0.152 eV
* M: 946.2 u
* net charge: +2
* multiplicity: 2


(5)
Density functional theory data (the ωB97M-V functional and the def2-TZVPD basis) for a single C2H2FN3O molecule at a distorted geometry.

CARTESIAN COORDINATES (ANGSTROEM)
1 H -2.342 -1.588 -0.116
2 N -1.969 -0.532 0.026
3 C -0.660 -0.296 -0.055
4 N -0.259 1.064 -0.042
5 N 1.148 1.091 -0.126
6 C 1.540 -0.044 -0.083
7 F 2.790 -0.624 0.056
8 O 0.430 -1.005 -0.086
9 H -0.678 1.935 0.426

Properties
* maximum force: 6.461 eV Å⁻¹
* orbital gap: 9.90 eV
* HOMO energy: -9.21 eV
* energy relative to the best compared isomer or geometry (same formula, charge and spin): 1.488 eV
* M: 103.1 u
* SMILES: [H]/N=c1/[nH]nc(F)o1


(6)
Density functional theory data (the ωB97M-V functional and the def2-TZVPD basis) for a single C16H13ClFNO4 molecule at a distorted geometry.

CARTESIAN COORDINATES (ANGSTROEM)
1 C -6.264 -2.215 -0.554
2 C -5.101 -1.795 -0.438
3 C -3.674 -1.342 -0.261
4 C -3.140 -1.971 1.057
5 O -3.016 -1.767 -1.543
6 C -1.687 -1.424 -1.820
7 C -1.125 -0.393 -1.104
8 C 0.186 0.015 -1.344
9 N 0.668 1.097 -0.657
10 C 1.436 2.120 -1.227
11 O 1.058 2.524 -2.344
12 O 2.387 2.620 -0.502
13 C 2.357 1.885 0.644
14 C 3.094 2.074 1.856
15 C 4.281 3.079 1.904
16 C 2.907 1.320 3.199
17 C 1.215 0.966 0.556
18 O 1.025 -0.161 1.106
19 C 1.022 -0.770 -2.160
20 F 2.344 -0.486 -2.399
21 C 0.358 -1.774 -3.008
22 C -0.936 -2.124 -2.771
23 Cl -1.705 -3.299 -3.811
24 H -7.102 -2.758 -0.515
25 H -3.629 -0.281 -0.254
26 H -2.775 -3.009 0.890
27 H -2.219 -1.386 1.276
28 H -3.712 -1.915 1.928
29 H -1.721 0.136 -0.439
30 H 4.590 3.580 0.998
31 H 4.208 3.771 2.779
32 H 5.170 2.560 2.084
33 H 1.857 1.131 3.497
34 H 3.498 0.380 3.054
35 H 3.248 1.923 4.078
36 H 0.897 -2.312 -3.755

Properties
* maximum force: 9.141 eV Å⁻¹
* orbital gap: 8.56 eV
* HOMO energy: -8.92 eV
* M: 337.7 u
* SMILES: C#C[C@@H](C)Oc1cc(N2C(=O)OC(=C(C)C)C2=O)c(F)cc1Cl


(7)
Density functional theory data (the ωB97M-V functional and the def2-TZVPD basis) for 2 unconnected molecules or ions with the total composition C2H3ClFNO2 at a distorted geometry.

CARTESIAN COORDINATES (ANGSTROEM)
1 C 1.685 -0.228 -0.055
2 C -0.775 -0.351 -0.324
3 N -1.220 0.844 0.418
4 O -1.424 0.703 1.602
5 O -1.240 1.897 -0.179
6 F -0.876 -0.393 -1.640
7 Cl -1.411 -1.807 0.446
8 H 1.926 -0.675 -1.013
9 H 1.743 0.773 -0.198
10 H 1.591 -0.763 0.943

Properties
* maximum force: 4.688 eV Å⁻¹
* orbital gap (alpha / beta): 8.09 / 8.58 eV
* HOMO energy (alpha / beta): -9.76 / -9.79 eV
* energy relative to the best compared isomer or geometry (same formula, charge and spin): 5.244 eV
* M: 127.5 u